i:
Formula: C2H6N2OS
Source: OMol25
Level of theory: ωB97M-V/def2-TZVPD

Cartesian coordinates (Å):
C1 -1.11 -0.98 0.49
C2 0.50 0.96 0.23
H1 -1.27 -1.41 -0.45
H2 -2.02 -1.16 1.07
H3 -0.29 -1.50 0.98
H4 -1.40 1.16 0.78
H5 2.36 0.59 -0.50
H6 0.56 -0.08 -1.96
N1 -0.75 0.44 0.42
N2 1.45 0.14 -0.32
O1 1.04 -0.66 -1.39
S1 0.93 2.52 0.65

Output
- SMILES: CNC(=S)NO
- Spin multiplicity: 1

ii:
Formula: C2H6N2OS
Source: OMol25
Level of theory: ωB97M-V/def2-TZVPD

Cartesian coordinates (Å):
C1 1.22 -0.69 -0.60
C2 0.14 0.14 0.09
H1 2.17 -0.11 -0.19
H2 1.32 -0.45 -1.71
H3 1.18 -1.80 -0.48
H4 0.67 -0.13 1.97
H5 -1.47 0.50 2.05
H6 -2.39 0.67 -2.32
N1 0.39 0.73 1.37
N2 -1.07 0.22 -0.27
O1 -0.64 1.54 1.86
S1 -1.51 -0.63 -1.77

Output
- Spin multiplicity: 1

iii:
Formula: C2H6N2OS
Source: OMol25
Level of theory: ωB97M-V/def2-TZVPD

Cartesian coordinates (Å):
C1 0.59 0.57 -0.01
C2 -0.90 0.89 -0.19
H1 2.65 -0.81 0.89
H2 2.81 -0.57 -0.71
H3 0.29 -1.48 -0.29
H4 -1.12 1.72 0.46
H5 -1.04 1.28 -1.23
H6 -1.99 -0.57 1.34
N1 2.29 -1.11 -0.01
N2 0.95 -0.73 -0.10
O1 1.40 1.47 0.17
S1 -2.10 -0.45 0.01

Output
- SMILES: NNC(=O)CS
- Spin multiplicity: 1

Pick iii: it beats the second-best structure by 1.265 eV.